Computed, not measured: a molecular structure, C33H78FInN3O7, with ωB97M-V with the def2-TZVPD basis set.

```
123
Properties=species:S:1:pos:R:3:lowdin_charge:R:1
C -4.2268 3.6523 0.6279 -0.105
C -4.9923 3.5890 -0.7028 -0.251
C -4.1620 3.9249 -1.9576 -0.222
C -4.2140 2.8371 -3.0309 -0.221
C -3.5110 1.5459 -2.5937 -0.204
C -2.0168 1.5524 -2.9337 -0.209
C -1.7410 1.2091 -4.4025 -0.219
C -1.7524 -0.2942 -4.6785 -0.214
C -0.6320 -1.0591 -3.9621 -0.218
C -0.1013 -2.2475 -4.7576 -0.229
C -1.1177 -3.3660 -4.9689 -0.212
C -0.4698 -4.7098 -5.3026 -0.231
C -1.3128 -5.9028 -4.8800 -0.248
C -0.7401 -7.2484 -5.3482 -0.325
C -0.8187 -8.3612 -4.3001 -0.306
In 0.0797 -7.8440 -2.3660 0.676
O 0.7237 -5.8657 -2.3928 -0.434
F -1.3827 -7.9344 -0.9550 -0.569
H -4.4634 4.5538 1.1956 0.060
H -4.4699 2.8018 1.2684 0.057
H -3.1463 3.6283 0.4632 0.066
H -5.8484 4.2672 -0.6587 0.099
H -5.4196 2.5883 -0.8168 0.097
H -4.4997 4.8697 -2.3934 0.102
H -3.1156 4.0838 -1.6704 0.097
H -3.7255 3.2100 -3.9382 0.101
H -5.2581 2.6459 -3.2988 0.109
H -3.9841 0.6748 -3.0564 0.107
H -3.6360 1.4157 -1.5129 0.104
H -1.4847 0.8437 -2.2928 0.105
H -1.6037 2.5409 -2.6982 0.106
H -2.4885 1.7032 -5.0342 0.101
H -0.7686 1.6149 -4.7024 0.108
H -1.6659 -0.4583 -5.7590 0.109
H -2.7273 -0.7055 -4.3951 0.107
H -0.9854 -1.4385 -2.9969 0.117
H 0.1912 -0.3728 -3.7309 0.100
H 0.2692 -1.8894 -5.7293 0.116
H 0.7557 -2.6694 -4.2260 0.092
H -1.7127 -3.4709 -4.0528 0.120
H -1.8201 -3.0993 -5.7687 0.109
H 0.4883 -4.7838 -4.7767 0.096
H -0.2531 -4.7682 -6.3787 0.113
H -2.3391 -5.7816 -5.2521 0.111
H -1.3653 -5.8894 -3.7873 0.082
H 0.3138 -7.1060 -5.6211 0.096
H -1.2532 -7.5307 -6.2805 0.092
H -1.8576 -8.6768 -4.1503 0.032
H -0.2704 -9.2450 -4.6466 0.016
H 1.3912 -8.8858 -1.7937 -0.107
H 1.2608 -5.7219 -1.5949 -0.064
C 7.5503 -0.4624 -3.8598 -0.127
O 7.0171 -1.7638 -3.9165 -0.194
C 7.3064 -2.5727 -2.7827 -0.220
C 6.0486 -2.8963 -2.0103 -0.219
N 5.4844 -1.6959 -1.4175 -0.047
C 4.2105 -1.8894 -0.7311 -0.195
C 3.0231 -2.3587 -1.5563 -0.208
O 2.5847 -1.3955 -2.4984 -0.184
C 3.1982 -1.4541 -3.7685 -0.108
H 7.3381 0.0124 -4.8164 0.086
H 7.1042 0.1388 -3.0589 0.081
H 8.6357 -0.4796 -3.7074 0.084
H 8.0218 -2.0573 -2.1328 0.118
H 7.7642 -3.5008 -3.1356 0.121
H 6.3076 -3.5963 -1.2090 0.125
H 5.3580 -3.4200 -2.6857 0.111
H 5.3654 -1.0001 -2.1447 0.079
H 3.9415 -0.9425 -0.2623 0.097
H 4.3661 -2.6041 0.0846 0.123
H 2.1850 -2.5214 -0.8745 0.127
H 3.2110 -3.3132 -2.0613 0.115
H 3.5229 -2.4712 -4.0076 0.095
H 4.0589 -0.7813 -3.8602 0.076
H 2.4489 -1.1527 -4.5003 0.070
C -3.2641 3.1245 6.8726 -0.116
O -4.6596 3.1212 7.0826 -0.197
C -5.1736 4.3006 7.6833 -0.222
C -6.1042 5.0210 6.7343 -0.223
N -5.3740 5.5390 5.5915 -0.051
C -6.1954 6.1335 4.5478 -0.203
C -7.1889 5.2331 3.8225 -0.226
O -6.5778 4.2314 3.0350 -0.191
C -6.2705 3.0222 3.6994 -0.103
H -2.9952 2.1380 6.5004 0.089
H -2.9537 3.8777 6.1396 0.083
H -2.7204 3.3107 7.8048 0.087
H -4.3524 4.9617 7.9783 0.121
H -5.7267 4.0136 8.5822 0.121
H -6.5658 5.8597 7.2665 0.123
H -6.9105 4.3239 6.4631 0.107
H -4.8088 4.7986 5.1947 0.080
H -5.5249 6.5583 3.7970 0.118
H -6.7537 6.9690 4.9857 0.116
H -7.7582 5.8592 3.1308 0.120
H -7.9064 4.7748 4.5153 0.110
H -6.9976 2.8060 4.4884 0.087
H -5.2711 3.0281 4.1448 0.076
H -6.3082 2.2241 2.9587 0.086
C 2.9247 1.1432 1.5248 -0.115
O 3.9633 0.2789 1.9323 -0.216
C 5.2471 0.8791 2.0232 -0.216
C 5.7324 0.8814 3.4546 -0.219
N 4.9087 1.7479 4.2803 -0.052
C 5.1997 1.7036 5.7047 -0.207
C 4.9944 0.3807 6.4335 -0.232
O 3.6421 -0.0265 6.5078 -0.182
C 3.1799 -0.8109 5.4244 -0.099
H 2.0498 0.5240 1.3339 0.091
H 2.6753 1.8883 2.2896 0.081
H 3.1847 1.6725 0.6021 0.089
H 5.2129 1.9009 1.6314 0.123
H 5.9362 0.2948 1.4064 0.121
H 6.7636 1.2500 3.4755 0.123
H 5.7527 -0.1626 3.7993 0.108
H 3.9342 1.5204 4.1273 0.079
H 4.5772 2.4541 6.1979 0.117
H 6.2425 2.0087 5.8502 0.116
H 5.3305 0.5140 7.4652 0.119
H 5.5983 -0.4224 5.9929 0.109
H 3.9704 -1.4620 5.0387 0.089
H 2.8037 -0.2054 4.5949 0.073
H 2.3647 -1.4309 5.7950 0.088
```

- multiplicity = 1
- frontier orbital gap (eV) = 6.73
- ΔE to the lowest compared entry with this formula, charge and spin (kJ/mol) = 0.0
- total charge = -1
- electronic energy (eV) = -62178.1871
- molar mass (g mol⁻¹) = 762.8
- HOMO energy (eV) = -4.881

---

Computed, not measured: 7 unconnected molecules or ions with the total composition C33H78N2O7 at a distorted geometry, with ωB97M-V with the def2-TZVPD basis set.

```
120
Properties=species:S:1:pos:R:3:lowdin_charge:R:1
C -4.0977 -0.4717 6.8714 -0.046
C -3.6757 -0.5675 5.4088 -0.505
C -2.1472 -0.2851 5.3857 -0.023
C -3.9872 -1.9868 4.9132 -0.142
C -3.7752 -2.1442 3.4180 -0.184
C -4.7115 -1.1739 2.6946 -0.132
C -4.5036 0.2937 3.0846 -0.504
C -3.2084 0.8437 2.4369 -0.025
C -5.7002 1.1172 2.6040 -0.025
N -4.4061 0.3672 4.5411 -0.115
O -4.5453 1.6613 5.0914 -0.013
H -5.1202 -0.8029 7.0951 0.087
H -3.4220 -0.9554 7.5718 0.086
H -4.1999 0.5692 7.1998 0.077
H -1.6390 -0.9620 6.0762 0.080
H -1.7218 -0.3937 4.3928 0.056
H -1.9697 0.7217 5.7673 0.087
H -3.4014 -2.7177 5.4770 0.123
H -5.0302 -2.1263 5.2103 0.118
H -2.7309 -1.9999 3.1199 0.101
H -3.9303 -3.1876 3.1294 0.113
H -5.7262 -1.4618 2.9773 0.126
H -4.4751 -1.4075 1.6524 0.103
H -2.3917 0.1270 2.5344 0.044
H -2.8575 1.7402 2.9483 0.093
H -3.3631 1.0260 1.3715 0.076
H -5.9284 0.7491 1.6055 0.074
H -5.5008 2.1894 2.6145 0.084
H -6.5224 1.0317 3.3171 0.087
H -5.3260 1.5619 5.6471 0.099
C 6.7286 2.6905 -0.6536 -0.028
C 5.3901 1.9118 -0.7019 -0.493
C 5.0975 1.4517 -2.1169 -0.049
C 5.5473 0.6160 0.1402 -0.149
C 5.3701 0.8816 1.5909 -0.200
C 4.0995 1.6251 1.9358 -0.127
C 4.0055 2.9636 1.1779 -0.516
C 2.6186 3.5423 1.4079 -0.040
C 4.9849 4.0058 1.8122 -0.032
N 4.2724 2.7543 -0.2302 -0.112
O 4.1012 3.8876 -1.0399 -0.008
H 6.5341 3.7404 -0.8778 0.081
H 7.3339 2.5958 0.2467 0.074
H 7.3814 2.3404 -1.4611 0.080
H 5.8232 0.7383 -2.5071 0.086
H 4.0852 1.0485 -2.1669 0.082
H 5.1917 2.3157 -2.7863 0.084
H 4.9084 -0.1899 -0.2332 0.099
H 6.5558 0.2146 -0.0128 0.125
H 5.4762 -0.0808 2.1112 0.118
H 6.1738 1.4619 2.0569 0.109
H 4.2075 1.8588 3.0008 0.122
H 3.1461 1.0931 1.8856 0.116
H 2.4699 4.5301 0.9662 0.083
H 2.4655 3.6518 2.4792 0.088
H 1.9034 2.9045 0.8769 0.076
H 6.0293 3.6819 1.8254 0.063
H 4.6507 4.3967 2.7724 0.080
H 5.0964 4.8980 1.1824 0.082
H 3.3645 3.6628 -1.6209 0.106
C 1.5740 -2.6787 -5.7396 -0.053
C 1.0602 -2.5858 -4.3158 -0.476
C 1.4117 -3.8236 -3.4800 -0.050
O 1.6383 -1.4558 -3.6525 -0.074
H 1.5952 -1.7514 -6.3122 0.082
H 0.9604 -3.3786 -6.3083 0.086
H 2.6246 -2.9897 -5.7002 0.083
H -0.0291 -2.5128 -4.3298 0.139
H 1.2351 -4.7752 -3.9849 0.084
H 1.0835 -3.8351 -2.4446 0.071
H 2.5117 -3.7983 -3.4373 0.071
H 2.5935 -1.5799 -3.6843 0.093
C -0.4016 0.4812 -0.0316 -0.054
C -0.8078 -0.6415 -0.9788 -0.459
C -2.2733 -1.0711 -0.7404 -0.045
O -0.6981 -0.1624 -2.3161 -0.065
H -0.5120 0.1999 1.0194 0.069
H -1.0895 1.3308 -0.1075 0.083
H 0.6066 0.8502 -0.2207 0.069
H -0.1728 -1.4947 -0.7200 0.128
H -2.4542 -1.9358 -1.3799 0.075
H -2.9644 -0.2698 -0.9884 0.081
H -2.2559 -1.3879 0.3043 0.070
H 0.0580 -0.6034 -2.7204 0.051
C -5.5199 -1.6052 -3.4210 -0.069
C -6.6509 -1.4386 -2.4129 -0.455
C -6.0799 -1.4620 -0.9815 -0.059
O -7.2587 -0.1724 -2.6687 -0.059
H -4.7791 -0.7959 -3.4166 0.084
H -5.8148 -1.9137 -4.4197 0.075
H -4.7830 -2.3495 -3.0668 0.066
H -7.3805 -2.2357 -2.5569 0.135
H -5.7454 -0.4692 -0.6637 0.065
H -5.1413 -2.0225 -0.9893 0.055
H -6.7325 -1.8667 -0.2104 0.078
H -6.7345 0.5103 -2.2451 0.078
C 2.8038 -2.7605 0.1281 -0.054
C 3.7071 -3.9880 0.0305 -0.482
C 4.9261 -3.6377 -0.7837 -0.064
O 4.0986 -4.3097 1.3698 -0.055
H 3.3502 -1.9009 0.5197 0.070
H 1.8788 -2.7877 0.7086 0.079
H 2.4348 -2.5286 -0.8771 0.055
H 3.1632 -4.8542 -0.3641 0.135
H 5.5720 -4.5024 -0.9598 0.082
H 5.5025 -2.8202 -0.3489 0.079
H 4.6698 -3.2800 -1.7873 0.071
H 4.8137 -4.9545 1.3244 0.085
C -0.6257 4.2657 -3.6382 -0.064
C -0.8312 2.8864 -4.2904 -0.467
C 0.4781 2.1065 -4.3020 -0.068
O -1.7689 2.2083 -3.4495 -0.077
H -0.2199 4.1109 -2.6360 0.072
H -1.5745 4.7727 -3.4667 0.073
H 0.0456 4.8836 -4.2412 0.075
H -1.2245 2.9829 -5.3033 0.133
H 0.8223 1.9805 -3.2687 0.070
H 1.3218 2.5538 -4.8288 0.080
H 0.3115 1.0800 -4.6328 0.070
H -1.3267 1.6357 -2.7978 0.047
```

- multiplicity = 1
- frontier orbital gap (eV) = 8.27
- ΔE to the lowest compared entry with this formula, charge and spin (kJ/mol) = 212.0
- total charge = 0
- electronic energy (eV) = -52795.0427
- molar mass (g mol⁻¹) = 615.0
- HOMO energy (eV) = -7.918
- SMILES = CC1(C)CCCC(C)(C)N1O.CC1(C)CCCC(C)(C)N1O.CC(C)O.CC(C)O.CC(C)O.CC(C)O.CC(C)O